ORCA calculation (ωB97M-V/def2-TZVPD) on 3 unconnected molecules or ions with the total composition C22H45BrClN2O12P2S2.

- Strongest force on any atom: 0.05524 Eh/bohr
- Highest occupied orbital energy: -0.414 Eh
- Total charge: +1
- Gap between HOMO and LUMO: 0.2660 hartree

Each atom is followed by the atoms it is bonded to, with distances in Å.
Geometry (Å):
1 C -1.333 0.456 -3.327  C2 1.349, H29 1.083, H30 1.082
2 C -1.541 0.702 -2.017  C1 1.349, C3 1.527, H31 1.083
3 C -0.583 0.316 -0.893  C2 1.527, P4 1.817, C8 1.543, C23 1.567
4 P 0.655 1.645 -0.896  C3 1.817, O5 1.468, O6 1.587, O7 1.584
5 O 1.762 1.417 0.041  P4 1.468
6 O 1.201 1.866 -2.370  P4 1.587, H32 0.968
7 O -0.213 2.930 -0.571  P4 1.584, H33 0.968
8 C -1.366 0.311 0.437  C3 1.543, O9 1.358, N13 1.514, H34 1.097
9 O -2.716 0.176 0.380  C8 1.358, C10 1.439
10 C -3.457 0.672 1.510  O9 1.439, C11 1.522, H35 1.091, H36 1.091
11 C -4.591 1.592 1.081  C10 1.522, C12 1.529, H37 1.085, H38 1.088
12 C -5.728 1.460 2.095  C11 1.529, H39 1.083, H40 1.087, H41 1.091
13 N -0.610 -0.691 1.283  C8 1.514, P14 1.766, C16 1.293
14 P -0.762 -0.712 3.043  N13 1.766, N15 1.535, H42 1.401, H43 1.401
15 N -0.379 0.613 3.716  P14 1.535, H44 1.013
16 C 0.138 -1.446 0.547  N13 1.293, C17 1.496, C23 1.517
17 C 1.062 -2.528 1.006  C16 1.496, C18 1.559, H45 1.078, H46 1.094
18 C 2.155 -2.128 2.043  C17 1.559, O19 1.410, H47 1.088, H48 1.084
19 O 2.299 -0.725 2.003  C18 1.410, C20 1.380
20 C 3.076 -0.128 2.974  O19 1.380, C21 1.499, O22 1.185
21 C 3.225 -0.785 4.313  C20 1.499, H49 1.089, H50 1.081, H51 1.087
22 O 3.573 0.916 2.719  C20 1.185
23 C -0.016 -1.145 -0.933  C3 1.567, C16 1.517, Br24 1.930, C25 1.540
24 Br 1.649 -1.344 -1.889  C23 1.930
25 C -1.055 -2.100 -1.549  C23 1.540, C26 1.540, H52 1.093, H53 1.080
26 C -0.759 -3.604 -1.397  C25 1.540, C27 1.519, H54 1.084, H55 1.086
27 C -1.641 -4.199 -0.313  C26 1.519, Cl28 1.769, H56 1.088, H57 1.086
28 Cl -1.248 -5.892 0.017  C27 1.769
29 H -2.169 0.069 -3.897  C1 1.083
30 H -0.414 0.684 -3.852  C1 1.082
31 H -2.434 1.257 -1.757  C2 1.083
32 H 2.101 1.510 -2.382  O6 0.968
33 H 0.334 3.713 -0.731  O7 0.968
34 H -1.135 1.281 0.895  C8 1.097
35 H -3.884 -0.191 2.024  C10 1.091
36 H -2.821 1.186 2.233  C10 1.091
37 H -4.918 1.354 0.074  C11 1.085
38 H -4.221 2.614 1.128  C11 1.088
39 H -6.416 2.296 2.041  C12 1.083
40 H -6.230 0.505 1.967  C12 1.087
41 H -5.304 1.456 3.100  C12 1.091
42 H -2.100 -1.090 3.219  P14 1.401
43 H -0.018 -1.819 3.469  P14 1.401
44 H -0.046 1.343 3.098  N15 1.013
45 H 1.518 -3.005 0.154  C17 1.078
46 H 0.427 -3.282 1.482  C17 1.094
47 H 3.067 -2.633 1.731  C18 1.088
48 H 1.846 -2.491 3.017  C18 1.084
49 H 2.320 -1.332 4.572  C21 1.089
50 H 3.345 0.001 5.046  C21 1.081
51 H 4.039 -1.505 4.313  C21 1.087
52 H -2.008 -1.885 -1.059  C25 1.093
53 H -1.178 -1.875 -2.598  C25 1.080
54 H 0.291 -3.825 -1.252  C26 1.084
55 H -1.045 -4.095 -2.323  C26 1.086
56 H -1.644 -3.623 0.611  C27 1.088
57 H -2.667 -4.194 -0.670  C27 1.086
58 O -2.427 3.024 -4.140  S59 1.434
59 S -2.984 4.229 -3.599  O58 1.434, O60 1.432, O61 1.580, C64 1.757
60 O -3.549 4.208 -2.284  S59 1.432
61 O -4.036 4.815 -4.621  S59 1.580, C62 1.449
62 C -5.079 3.935 -5.108  O61 1.449, C63 1.514, H65 1.091, H66 1.087
63 C -6.187 3.734 -4.096  C62 1.514, H67 1.089, H68 1.090, H69 1.089
64 C -1.816 5.537 -3.713  S59 1.757, H70 1.086, H71 1.087, H72 1.086
65 H -4.640 2.986 -5.419  C62 1.091
66 H -5.465 4.422 -6.000  C62 1.087
67 H -5.837 3.171 -3.231  C63 1.089
68 H -7.009 3.184 -4.553  C63 1.090
69 H -6.557 4.693 -3.736  C63 1.089
70 H -1.419 5.565 -4.724  C64 1.086
71 H -1.025 5.323 -2.998  C64 1.087
72 H -2.312 6.469 -3.459  C64 1.086
73 O 5.193 -3.763 2.115  S74 1.437
74 S 6.551 -3.320 2.275  O73 1.437, O75 1.427, O76 1.589, C79 1.756
75 O 6.936 -2.646 3.473  S74 1.427
76 O 6.927 -2.421 1.020  S74 1.589, C77 1.442
77 C 6.008 -1.351 0.720  O76 1.442, C78 1.516, H80 1.092, H81 1.088
78 C 6.170 -0.157 1.640  C77 1.516, H82 1.089, H83 1.090, H84 1.089
79 C 7.661 -4.642 1.958  S74 1.756, H85 1.086, H86 1.088, H87 1.086
80 H 4.988 -1.739 0.744  C77 1.092
81 H 6.220 -1.058 -0.306  C77 1.088
82 H 5.880 -0.399 2.661  C78 1.089
83 H 5.544 0.667 1.295  C78 1.090
84 H 7.209 0.168 1.664  C78 1.089
85 H 7.381 -5.121 1.025  C79 1.086
86 H 7.572 -5.339 2.788  C79 1.088
87 H 8.670 -4.242 1.908  C79 1.086